(1)
Computed, not measured: 8 unconnected molecules or ions with the total composition C69H152N8O3, with ωB97M-V/def2-TZVPD.

Computed properties:
Multiplicity ... 1
Charge ... +6

```
232
Properties=species:S:1:pos:R:3:lowdin_charge:R:1
O 5.275 24.781 19.518 -0.0952
O 4.761 22.866 20.161 -0.0832
O 6.538 23.153 19.021 -0.0916
N 14.935 22.247 29.125 -0.1736
N 6.295 20.567 6.365 -0.1840
N -1.002 27.418 16.843 -0.2484
N 14.162 16.315 17.309 -0.2294
N 3.165 29.389 27.309 -0.2529
N 11.753 28.955 18.177 -0.1595
N 5.525 23.589 19.556 -0.7297
N 2.806 16.027 21.933 -0.2318
C 5.275 18.205 5.888 -0.2136
C 4.829 27.938 28.451 -0.1250
C 3.847 16.457 20.818 -0.0538
C -1.556 30.728 19.090 -0.2623
C 5.974 21.055 10.321 -0.2380
C 4.396 29.415 28.199 -0.0917
C 1.737 15.951 19.647 -0.1493
C 2.826 31.906 27.169 -0.2006
C 5.456 22.557 5.101 -0.1456
C 6.448 20.334 9.020 -0.1476
C 12.914 17.161 17.536 -0.0875
C 8.435 30.901 17.070 -0.2020
C 13.143 29.448 18.744 -0.0705
C 3.475 29.302 25.807 0.0303
C 2.467 28.049 27.706 -0.0636
C 12.189 20.466 25.693 -0.0828
C 14.776 18.593 17.168 -0.1834
C 12.049 28.326 20.535 -0.1492
C 3.301 15.115 23.048 -0.0892
C -1.579 32.283 18.899 -0.0729
C 15.571 13.796 21.134 -0.1158
C 1.471 33.254 28.876 -0.0662
C 14.265 22.645 30.472 -0.0832
C 9.554 29.816 16.947 -0.1689
C 3.573 27.075 28.256 -0.1198
C 16.808 18.856 28.328 -0.0807
C 13.931 15.084 16.375 0.0484
C 5.278 21.074 5.306 -0.1247
C 5.175 14.692 24.914 -0.2447
C -2.524 27.407 16.467 -0.0542
C 14.713 15.836 18.663 -0.1072
C 10.848 30.156 17.718 -0.0860
C 13.269 18.574 17.026 -0.1256
C 12.434 28.339 15.674 -0.2206
C 15.346 23.244 31.364 -0.1499
C 15.287 17.255 16.683 -0.0574
C 4.430 15.671 23.987 -0.1834
C -1.567 25.091 16.289 -0.1373
C 2.222 30.560 27.584 -0.1215
C 12.653 21.583 28.015 -0.1715
C 11.790 21.593 26.726 -0.2331
C 2.120 17.278 22.552 0.0492
C -1.275 29.908 17.828 -0.1773
C 1.839 33.019 27.340 -0.2286
C 7.472 21.456 6.011 -0.0799
C 16.569 23.562 30.565 -0.1594
C -0.701 25.966 17.232 -0.0909
C -0.935 28.360 18.129 -0.0630
C 6.893 22.853 5.547 -0.1196
C 13.954 22.444 27.942 -0.0931
C 6.426 14.042 24.304 -0.0933
C 5.972 22.608 10.594 -0.0913
C 5.518 16.679 5.992 -0.0820
C 12.363 27.291 14.562 -0.0893
C 12.988 29.580 20.249 -0.1125
C 14.352 14.606 20.953 -0.2631
C 7.693 30.869 18.459 -0.1034
C -2.698 26.007 15.754 -0.1230
C 13.894 14.727 19.452 -0.1463
C -0.035 27.974 15.782 0.0469
C 15.439 20.773 29.326 -0.0904
C 1.758 15.353 21.038 -0.1219
C 16.158 23.262 29.112 -0.0531
C 5.644 20.873 7.750 -0.0582
C 11.087 28.233 19.400 -0.1057
C 11.831 27.834 17.030 -0.0791
C 16.020 20.149 28.031 -0.2254
C 6.562 19.020 6.077 -0.0779
C 3.033 16.787 19.547 -0.1339
H 4.110 30.144 25.532 0.0966
H -1.873 24.120 16.680 0.1206
H 5.430 23.194 9.851 0.0552
H 17.422 22.896 30.694 0.1132
H 11.495 28.378 21.472 0.1176
H 13.199 20.508 25.285 0.0614
H 5.469 20.606 4.340 0.1393
H 12.980 26.458 14.898 0.0709
H 13.888 29.556 20.864 0.1226
H 15.695 22.568 32.145 0.1289
H 7.934 21.097 5.091 0.1297
H 15.193 18.665 18.172 0.1141
H 7.462 23.394 4.791 0.1228
H 13.098 18.616 15.950 0.1216
H 3.569 16.369 18.696 0.1140
H 1.344 30.247 27.019 0.1381
H 12.110 19.512 26.214 0.0715
H 13.797 23.523 27.959 0.1262
H 6.999 30.030 18.518 0.0700
H -0.330 29.001 15.567 0.0940
H 3.127 31.831 26.124 0.1078
H -2.673 28.259 15.803 0.1247
H 17.805 19.042 28.728 0.0853
H 16.204 20.849 30.099 0.1322
H 14.752 14.380 16.508 0.1135
H 13.856 28.673 18.461 0.1341
H 1.626 28.307 28.349 0.1293
H -0.632 32.500 18.405 0.0701
H 12.878 20.521 28.114 0.1055
H -1.596 32.823 19.846 0.0756
H 7.640 30.745 16.340 0.1069
H 11.478 20.501 24.867 0.0673
H 14.720 20.117 29.815 0.1314
H 6.541 16.329 5.857 0.0756
H 13.385 28.856 15.799 0.1130
H 12.657 27.457 20.788 0.1161
H 2.313 33.914 26.940 0.1110
H 2.522 29.485 25.313 0.1077
H 1.934 30.498 28.633 0.1313
H 1.328 16.917 23.209 0.1119
H 4.016 16.344 24.737 0.1055
H 12.564 30.549 20.511 0.1149
H 2.404 14.754 23.552 0.1445
H 7.018 22.905 10.518 0.0674
H -0.135 27.294 14.937 0.1104
H 12.359 26.986 17.468 0.1268
H 6.198 13.889 23.249 0.0607
H 5.435 16.373 7.035 0.0721
H 10.752 21.430 27.016 0.1030
H -2.420 32.594 18.278 0.0782
H 16.302 18.146 28.982 0.0828
H 9.711 29.549 15.901 0.1085
H 5.137 30.123 27.828 0.1332
H 3.266 26.730 29.243 0.1169
H 11.888 29.206 15.304 0.0931
H 10.140 28.718 19.641 0.1261
H 12.035 22.017 28.802 0.1103
H 12.860 27.482 13.611 0.0863
H -3.216 27.453 17.307 0.1355
H 5.546 27.755 27.651 0.1102
H 15.732 24.149 28.642 0.1264
H 4.956 20.686 10.447 0.0967
H 6.494 20.664 11.196 0.1008
H 4.711 23.152 5.630 0.1241
H 4.950 18.339 4.857 0.1081
H 3.640 26.216 27.589 0.1153
H 13.317 30.360 18.173 0.1267
H 16.026 13.906 22.119 0.0865
H 15.247 17.113 15.603 0.1308
H 3.842 28.341 25.447 0.1139
H 15.707 15.483 18.388 0.1240
H 8.826 31.912 16.955 0.1067
H 0.985 28.066 16.156 0.1116
H 4.577 20.654 7.765 0.1342
H 7.202 18.788 6.929 0.1177
H 6.874 23.567 6.371 0.1040
H 4.287 20.774 5.647 0.1280
H 15.352 12.749 20.923 0.0899
H 16.296 17.012 17.015 0.1365
H 5.373 22.627 4.016 0.1268
H 13.514 14.143 21.473 0.1111
H 10.869 27.187 19.184 0.1299
H 15.251 19.461 16.710 0.1299
H 4.442 13.947 25.222 0.1149
H -0.898 30.494 19.926 0.1019
H 17.101 24.486 30.790 0.1348
H 13.104 14.599 16.893 0.0904
H 5.529 22.985 11.515 0.0726
H 0.381 25.879 17.323 0.1371
H 7.051 31.696 18.763 0.0703
H -3.626 25.512 16.040 0.1151
H 6.614 13.056 24.730 0.0796
H 7.531 20.453 9.010 0.1077
H 11.524 30.852 17.220 0.1290
H 10.814 27.455 16.932 0.1159
H 1.699 15.173 18.885 0.1228
H 13.640 15.291 15.345 0.1130
H 1.785 18.006 21.814 0.1124
H 4.091 29.918 29.117 0.1343
H -2.108 30.063 17.142 0.1123
H 3.789 14.325 22.478 0.1245
H 7.256 18.879 5.248 0.1365
H 10.671 30.576 18.708 0.1196
H 12.115 16.751 16.919 0.1297
H 5.494 15.280 25.775 0.1089
H 2.861 17.818 19.238 0.1198
H 12.685 19.366 17.496 0.1266
H -2.695 26.080 14.666 0.1144
H -0.929 24.846 15.440 0.1045
H 4.433 15.554 20.647 0.1281
H 7.311 14.674 24.382 0.0746
H 11.672 22.633 26.424 0.1024
H 0.965 34.208 29.031 0.0762
H 14.986 24.170 31.811 0.1285
H 0.726 15.264 21.378 0.1436
H 0.848 32.467 29.300 0.0660
H 14.519 22.191 27.046 0.1228
H 2.141 14.335 20.968 0.1309
H 0.788 16.455 19.466 0.1185
H 13.810 21.749 30.896 0.1295
H 16.677 20.832 27.494 0.1069
H 13.916 13.784 18.906 0.1112
H 4.973 15.976 5.362 0.0864
H 0.972 32.951 26.682 0.1117
H 2.385 33.410 29.449 0.0745
H 1.992 27.664 26.803 0.1221
H 4.434 18.553 6.488 0.1078
H -1.700 27.966 18.799 0.1170
H -1.095 25.818 18.238 0.1271
H 0.076 28.187 18.497 0.1286
H -0.401 30.277 17.292 0.0981
H 6.195 19.275 9.080 0.1053
H 14.851 16.727 19.274 0.1271
H 9.097 28.930 17.387 0.1083
H 8.347 30.828 19.329 0.0528
H 17.020 22.848 28.589 0.1269
H 16.890 18.370 27.356 0.0782
H 16.369 14.063 20.441 0.0751
H 11.366 26.878 14.410 0.0808
H 4.592 17.180 21.149 0.1314
H 2.893 17.769 23.143 0.0954
H 5.243 27.794 29.449 0.1230
H 5.731 21.959 7.753 0.1119
H 3.651 32.093 27.857 0.1204
H 15.243 19.907 27.307 0.0936
H 8.292 21.321 6.716 0.1318
H 5.175 16.213 23.404 0.1101
H -2.466 30.323 19.532 0.1054
H 12.647 17.122 18.592 0.1285
H 14.484 15.587 21.410 0.1069
H 12.838 14.991 19.521 0.1013
H 13.455 23.329 30.219 0.1271
```

---

(2)
Computed, not measured: 10 unconnected molecules or ions with the total composition C69H155N4O12P3, with ωB97M-V/def2-TZVPD.

Computed properties:
Multiplicity ... 1
Charge ... +4
Relative energy (zero: lowest compared OMol25 entry of this formula, charge and spin) ... 0.0 kJ/mol

```
243
Properties=species:S:1:pos:R:3:lowdin_charge:R:1
P -18.290 3.016 11.247 1.0559
P -10.076 -0.645 8.823 1.0151
P -11.643 6.301 17.297 1.0759
O -7.545 4.034 10.928 -0.1064
O -8.842 6.510 14.201 -0.0641
O -13.845 7.383 9.104 0.0102
O -11.983 3.891 12.552 0.1241
O -9.108 8.228 12.935 0.0124
O -12.123 11.678 10.281 0.2241
O -13.413 9.047 10.575 0.0624
O -6.882 2.638 9.362 0.0402
O -9.088 3.313 9.454 0.0021
O -7.294 3.786 15.526 0.1786
O -7.572 8.262 14.659 0.0622
O -11.805 7.666 10.031 -0.1571
N -5.189 8.312 10.470 -0.2457
N -10.084 12.802 10.105 0.0849
N -10.025 5.071 11.970 0.1120
N -6.361 5.944 15.603 0.0815
C -11.093 0.302 9.922 -0.2564
C -8.315 -0.511 9.244 -0.2294
C -21.070 1.967 8.409 -0.2603
C -14.630 7.650 13.705 -0.0840
C -17.312 1.471 11.396 -0.2648
C -11.535 3.554 16.800 -0.2420
C -12.096 10.463 15.020 -0.0969
C -11.495 0.993 16.649 -0.0872
C -6.378 4.467 15.221 -0.3802
C -7.032 8.272 8.825 -0.1117
C -11.618 9.135 17.218 -0.2313
C -10.976 11.630 10.528 -0.3913
C -12.079 6.321 19.062 -0.2534
C -9.776 -0.572 5.791 -0.1961
C -20.581 2.847 9.579 -0.2553
C -10.372 -0.019 7.130 -0.2486
C -9.820 -4.159 10.434 -0.2842
C -22.517 3.405 13.451 -0.0930
C -2.859 9.485 10.225 -0.1767
C -17.148 4.436 11.312 -0.2651
C -5.628 8.837 9.123 -0.1010
C -16.773 -1.661 10.451 -0.0942
C -5.082 3.978 14.641 0.0388
C -13.474 0.888 10.593 -0.2434
C -7.883 -1.096 10.621 -0.2268
C -7.926 3.373 9.893 -0.7839
C -20.417 4.430 12.518 -0.2483
C -10.639 4.804 16.913 -0.2541
C -0.533 10.589 10.017 -0.0974
C -8.592 7.718 13.945 -0.8019
C -13.781 4.408 9.227 -0.0914
C -14.227 6.229 14.022 -0.2316
C -10.793 3.889 12.487 -0.3774
C -10.700 2.268 16.997 -0.2566
C -1.321 9.282 10.242 -0.2353
C -9.991 2.779 13.138 0.0433
C -10.520 -2.402 8.719 -0.2345
C -19.051 3.105 9.556 -0.2115
C -10.794 5.850 10.895 -0.0054
C -21.498 4.566 13.566 -0.2409
C -15.241 4.036 9.532 -0.2452
C -6.754 6.181 17.013 0.0197
C -13.382 7.065 19.488 -0.2398
C -10.785 7.917 16.813 -0.2357
C -5.688 9.131 11.594 0.0185
C -17.510 -1.070 11.683 -0.2273
C -10.303 10.401 11.033 0.0310
C -22.603 1.967 8.319 -0.0958
C -12.627 7.371 21.927 -0.0897
C -13.211 6.429 16.350 -0.2529
C -13.695 -0.234 11.641 -0.0719
C -3.641 8.208 10.494 -0.1150
C -6.947 -0.270 11.483 -0.2487
C -7.679 0.979 5.771 -0.0922
C -13.045 7.968 9.841 -0.7612
C -5.822 6.899 10.461 -0.0904
C -18.211 0.265 11.508 -0.2660
C -10.736 14.139 10.431 0.0396
C -15.666 4.220 10.993 -0.2423
C -8.248 -0.450 5.774 -0.2689
C -13.698 6.823 20.975 -0.2524
C -11.302 10.374 16.326 -0.2477
C -12.550 0.529 9.428 -0.2153
C -7.105 7.016 9.687 -0.1434
C -12.956 6.168 14.879 -0.2551
C -5.696 0.085 10.706 -0.1087
C -10.068 -5.513 9.752 -0.0833
C -19.526 3.181 12.558 -0.2719
C -10.759 -3.021 10.102 -0.2473
H -16.798 -1.036 12.515 0.0990
H -6.102 5.684 17.728 0.1178
H -10.645 7.891 15.730 0.0619
H -12.773 -0.622 12.074 0.0625
H -9.569 3.152 14.073 0.0705
H -15.257 5.210 11.216 0.0992
H -9.765 8.018 17.187 0.0940
H -17.195 4.727 12.368 0.0884
H -6.797 7.254 17.186 0.1052
H -14.427 0.022 12.404 0.0646
H -20.745 2.445 7.480 0.1105
H -14.977 5.693 14.611 0.1127
H -7.203 8.030 7.778 0.1309
H -5.924 0.282 9.659 0.0609
H -7.721 9.198 14.432 0.1296
H -12.971 -0.370 8.959 0.1098
H -8.171 1.698 5.117 0.0825
H -15.872 -2.156 10.825 0.0480
H -10.783 5.297 9.962 0.1032
H -10.971 -5.974 10.142 0.0823
H -6.623 0.902 5.507 0.0784
H -13.573 4.426 8.158 0.0891
H -5.138 2.945 14.304 0.1045
H -4.975 8.386 8.376 0.1436
H -16.647 1.419 10.529 0.0783
H -11.823 5.986 11.217 0.0859
H -22.529 3.046 12.422 0.0654
H -11.466 -0.034 7.071 0.0813
H -18.950 3.107 13.486 0.1117
H -11.832 9.629 14.366 0.0555
H -11.799 11.385 14.519 0.0700
H -13.882 5.748 21.031 0.1109
H -7.744 -0.930 8.416 0.0847
H -8.057 0.553 9.248 0.0733
H -8.761 -3.923 10.297 0.0931
H -16.359 -1.158 9.577 0.0716
H -0.645 10.880 8.971 0.0786
H -9.641 5.671 12.723 0.1169
H -23.038 2.962 8.282 0.0810
H -14.240 6.829 18.859 0.1007
H -10.072 4.885 15.985 0.0726
H 0.546 10.494 10.140 0.0817
H -10.867 0.105 16.693 0.0801
H -10.052 14.913 10.085 0.1094
H -13.005 3.784 9.676 0.0509
H -12.503 8.426 21.683 0.0826
H -7.088 6.346 14.984 0.1030
H -9.132 4.680 11.619 0.0960
H -11.757 -3.467 10.035 0.1173
H -13.884 5.690 16.791 0.1064
H -12.165 6.850 14.545 0.1014
H -23.500 3.782 13.731 0.0798
H -11.660 6.878 21.798 0.0628
H -14.429 1.102 10.111 0.0829
H -20.908 4.523 11.550 0.0957
H -17.456 5.354 10.810 0.1139
H -5.094 6.287 9.930 0.1347
H -20.619 0.982 8.517 0.1071
H -7.808 8.979 9.115 0.0956
H -18.209 -1.779 12.129 0.1172
H -10.912 9.533 10.772 0.0689
H -18.801 0.422 12.418 0.1055
H -12.427 0.869 17.194 0.0825
H -11.453 9.259 18.289 0.1099
H -7.704 -1.142 6.418 0.0906
H -10.334 6.834 10.911 0.0680
H -10.954 -0.112 10.923 0.0802
H -13.596 7.432 16.529 0.0884
H -10.098 10.531 12.098 0.0928
H -22.961 1.381 9.172 0.0753
H -10.119 0.019 4.943 0.1196
H -17.312 -2.538 10.088 0.0747
H -4.727 4.645 13.854 0.0905
H -10.630 1.292 10.007 0.0906
H -11.435 -2.413 8.126 0.1015
H -9.187 2.396 12.508 0.0758
H -15.372 8.063 14.390 0.0803
H -6.447 3.037 10.167 0.0900
H -3.086 10.203 11.016 0.1125
H -8.814 -1.291 11.161 0.0855
H -11.284 6.814 19.625 0.0922
H -16.636 1.403 12.252 0.1040
H -5.450 6.344 15.400 0.1725
H -10.233 10.554 16.175 0.1006
H -4.280 3.870 15.379 0.1148
H -11.969 3.441 15.805 0.0987
H -7.628 1.460 6.753 0.0507
H -22.341 2.603 14.168 0.0752
H -6.773 9.247 11.545 0.0987
H -22.973 1.350 7.500 0.0787
H -10.917 14.151 11.500 0.1127
H -6.020 6.488 11.449 0.1261
H -14.626 7.337 21.227 0.1160
H -3.232 9.827 9.259 0.1156
H -3.462 7.735 11.462 0.1350
H -9.322 10.434 10.552 0.0783
H -9.169 -6.124 9.767 0.0819
H -11.526 11.293 16.875 0.1123
H -10.647 1.937 13.351 0.0844
H -5.408 8.564 12.479 0.1029
H -12.504 9.178 10.891 0.0436
H -12.879 7.128 22.957 0.0850
H -20.917 2.271 10.445 0.0908
H -9.941 4.786 17.754 0.0943
H -7.939 -0.845 4.800 0.1109
H -7.466 0.696 11.567 0.0880
H -6.697 -0.647 12.472 0.1166
H -10.207 1.063 7.128 0.1032
H -10.868 -2.359 10.962 0.0870
H -5.704 9.910 8.963 0.1397
H -12.698 9.074 17.081 0.0929
H -21.252 4.574 14.630 0.1112
H -18.803 4.141 9.320 0.0877
H -12.409 5.240 14.688 0.0753
H -5.164 0.940 11.125 0.0712
H -5.294 10.146 11.577 0.1084
H -13.162 10.530 15.229 0.0844
H -10.389 2.156 18.039 0.1128
H -7.889 6.997 10.444 0.1027
H -0.984 8.584 9.476 0.1140
H -4.999 -0.757 10.697 0.0860
H -13.702 5.417 9.639 0.0376
H -0.827 11.379 10.707 0.0756
H -9.171 12.811 10.562 0.1677
H -20.137 2.275 12.550 0.0849
H -12.058 5.273 19.369 0.1011
H -9.769 12.758 9.133 0.1909
H -12.348 3.567 17.529 0.1126
H -9.799 2.301 16.382 0.0919
H -7.405 -2.077 10.557 0.1127
H -7.115 6.050 9.183 0.1238
H -21.156 3.772 9.582 0.1088
H -15.140 7.645 12.737 0.0741
H -3.396 7.440 9.760 0.1333
H -7.760 5.812 17.199 0.0824
H -9.729 -2.872 8.132 0.1115
H -19.751 5.299 12.545 0.1090
H -10.166 -5.263 8.690 0.0698
H -18.988 0.209 10.740 0.1187
H -14.091 5.599 13.142 0.0806
H -11.681 1.120 15.577 0.0552
H -11.609 14.286 9.799 0.1122
H -10.076 -1.606 5.620 0.1078
H -9.844 -4.396 11.503 0.1116
H -15.408 3.001 9.220 0.0801
H -14.117 -1.057 11.061 0.0519
H -18.444 2.521 8.862 0.1032
H -22.024 5.506 13.402 0.1129
H -13.306 8.153 19.410 0.1018
H -12.595 1.166 8.544 0.1092
H -13.845 8.382 13.515 0.0602
H -0.983 8.922 11.216 0.1105
H -15.787 4.724 8.884 0.1195
H -13.068 1.745 11.136 0.0877
H -15.204 3.461 11.627 0.1023
```

---

Number 1: gap between HOMO and LUMO 0.2328 Eh. Number 2: gap between HOMO and LUMO 0.2436 Eh.